{"formula": "C10H24ClO3P2Tb", "method": "ωB97M-V/def2-TZVPD", "species": ["C", "C", "H", "H", "H", "O", "Cl", "Tb", "P", "C", "C", "H", "H", "H", "H", "H", "H", "C", "H", "H", "H", "P", "C", "C", "H", "H", "H", "C", "H", "H", "H", "H", "H", "H", "C", "O", "C", "O", "H", "H", "H"], "coordinates": [[-3.51, -2.77, -0.14], [-2.68, -1.54, 0.06], [-4.60, -2.63, -0.07], [-3.35, -3.48, 0.74], [-3.21, -3.14, -1.17], [-2.94, -0.40, 0.40], [-0.91, -1.88, -0.38], [1.69, 0.11, -0.34], [0.47, -0.48, 2.33], [0.06, 0.71, 3.63], [-0.57, -1.87, 2.93], [-0.17, -2.20, 3.90], [2.10, -1.03, 3.95], [-0.58, -2.69, 2.20], [2.29, -2.06, 2.51], [-1.01, 0.94, 3.61], [-1.60, -1.51, 3.06], [2.12, -1.04, 2.86], [0.34, 0.27, 4.60], [2.92, -0.39, 2.50], [0.59, 1.65, 3.49], [-0.34, 0.77, -2.29], [-0.91, 2.37, -2.90], [0.95, 0.37, -3.53], [-1.50, -1.29, -2.88], [-1.88, 0.01, -4.02], [-2.65, -0.04, -2.40], [-1.73, -0.22, -2.96], [1.13, -0.72, -3.55], [0.56, 0.67, -4.52], [-1.07, 2.36, -3.99], [-0.18, 3.16, -2.69], [1.89, 0.92, -3.30], [-1.83, 2.68, -2.41], [-0.23, 1.47, 0.34], [-1.09, 2.18, 0.66], [4.31, 2.19, -0.04], [3.38, 1.12, -0.15], [5.32, 1.80, -0.02], [4.12, 2.77, 0.88], [4.32, 2.85, -0.92]], "charge": 2, "lumo_ev": [-7.90, -7.31], "orbital_gap_ev": [7.88, 8.47], "multiplicity": 7, "s_squared": 12.770}

---

{"formula": "C10H24F2N4", "method": "ωB97M-V/def2-TZVPD", "species": ["C", "C", "C", "C", "C", "C", "C", "C", "C", "C", "H", "H", "H", "H", "H", "H", "H", "H", "H", "H", "H", "H", "H", "H", "H", "H", "H", "H", "H", "H", "H", "H", "H", "H", "N", "N", "N", "N", "F", "F"], "coordinates": [[-1.31, 4.30, -1.55], [-2.13, 3.00, -1.66], [-1.47, 1.78, -2.30], [-0.63, 0.84, -0.23], [0.67, 0.23, 0.47], [0.44, -0.16, 1.89], [-0.45, -1.32, 2.11], [1.18, -3.18, 1.97], [2.42, -3.14, 1.10], [2.31, -3.73, -0.28], [-1.63, 6.38, -1.13], [-2.61, 5.31, -0.26], [-0.91, 4.48, -2.55], [-0.41, 4.09, -0.87], [-2.50, 2.69, -0.69], [-3.03, 3.34, -2.23], [-1.21, 2.07, -3.32], [-2.29, 1.01, -2.42], [0.06, 0.52, -2.12], [-1.52, 0.13, -0.17], [-0.98, 1.66, 0.45], [0.95, -0.68, -0.13], [1.50, 0.98, 0.39], [1.40, -0.44, 2.43], [0.03, 0.66, 2.51], [-0.84, -3.18, 1.47], [1.45, -2.68, 2.91], [1.08, -4.26, 2.18], [3.16, -3.82, 1.62], [2.86, -2.08, 1.11], [3.31, -3.72, -0.82], [1.95, -4.74, -0.13], [0.62, -2.62, -0.72], [1.93, -2.28, -1.64], [-2.11, 5.44, -1.17], [-0.31, 1.29, -1.56], [-0.04, -2.55, 1.36], [1.39, -3.06, -1.21], [-1.76, -1.08, 1.73], [-0.56, -1.48, 3.47]], "lumo_ev": 0.88, "orbital_gap_ev": 9.65, "smiles": "NCCCNCCCC(F)(F)NCCCN"}

---

{"formula": "C10H24F6NNiO8S2", "method": "ωB97M-V/def2-TZVPD", "species": ["Ni", "C", "F", "F", "F", "S", "O", "O", "N", "S", "O", "O", "C", "F", "F", "F", "C", "C", "O", "H", "H", "H", "H", "H", "H", "C", "C", "O", "H", "H", "H", "H", "H", "H", "C", "C", "O", "H", "H", "H", "H", "H", "H", "C", "C", "O", "H", "H", "H", "H", "H", "H"], "coordinates": [[0.18, -0.10, -0.02], [1.82, 2.09, -3.00], [0.70, 2.68, -3.53], [1.83, 0.77, -3.28], [2.91, 2.65, -3.53], [1.79, 2.31, -1.04], [2.59, 1.22, -0.49], [2.24, 3.66, -0.74], [0.19, 1.76, -0.54], [-0.51, 3.17, -0.37], [-0.12, 3.85, 0.83], [-0.53, 3.99, -1.57], [-2.40, 2.69, -0.03], [-2.43, 1.59, 0.72], [-3.01, 3.73, 0.55], [-3.04, 2.47, -1.19], [-1.77, 0.35, -3.29], [-1.72, -0.79, -2.30], [-0.40, -0.92, -1.88], [-1.21, 0.22, -4.21], [-1.36, 1.27, -2.88], [-2.80, 0.64, -3.51], [-2.13, -1.74, -2.66], [-2.42, -0.52, -1.52], [-0.06, -1.47, -2.59], [-0.10, -0.04, 4.13], [-0.21, 0.97, 3.03], [0.59, 0.46, 2.00], [0.96, -0.09, 4.38], [-0.53, -1.01, 3.88], [-0.72, 0.44, 4.89], [0.21, 1.92, 3.37], [-1.24, 1.20, 2.77], [1.47, 0.48, 2.37], [3.79, -1.63, -0.26], [2.42, -1.96, -0.77], [1.55, -1.67, 0.33], [4.45, -1.60, -1.13], [4.21, -2.38, 0.42], [3.92, -0.69, 0.27], [2.26, -3.00, -1.04], [2.09, -1.42, -1.66], [1.64, -2.35, 1.00], [-1.66, -3.11, 2.26], [-1.69, -2.53, 0.84], [-1.38, -1.14, 0.92], [-2.41, -2.64, 2.90], [-0.66, -3.08, 2.71], [-1.80, -4.19, 2.20], [-2.64, -2.61, 0.31], [-0.89, -3.06, 0.32], [-1.97, -0.83, 1.62]], "lumo_ev": [-0.05, -0.87], "orbital_gap_ev": [2.64, 8.67], "multiplicity": 4, "s_squared": 3.756}

---

{"formula": "C10H24FeN5O3", "method": "ωB97M-V/def2-TZVPD", "species": ["Fe", "C", "C", "N", "C", "C", "N", "C", "C", "N", "H", "H", "H", "H", "H", "H", "H", "H", "H", "H", "H", "H", "H", "H", "H", "C", "O", "C", "O", "N", "N", "H", "H", "H", "H", "H", "H", "C", "C", "O", "H", "H", "H"], "coordinates": [[0.40, -0.07, -0.05], [-0.86, -2.68, -0.83], [-0.12, -3.08, 0.47], [0.32, -1.90, 1.25], [-0.54, -1.63, 2.44], [-0.83, -0.15, 2.62], [-1.25, 0.48, 1.35], [-2.59, 0.15, 0.84], [-2.60, -1.16, 0.06], [-1.38, -1.30, -0.76], [-1.64, -3.41, -1.05], [-0.15, -2.72, -1.66], [0.74, -3.68, 0.19], [-0.75, -3.71, 1.09], [1.27, -2.07, 1.58], [-0.06, -2.00, 3.35], [-1.46, -2.19, 2.33], [0.08, 0.35, 2.93], [-1.57, -0.02, 3.41], [-1.20, 1.48, 1.50], [-2.89, 0.97, 0.19], [-3.32, 0.10, 1.65], [-3.49, -1.19, -0.56], [-2.67, -2.01, 0.73], [-1.58, -0.99, -1.71], [2.55, 4.57, 1.44], [2.18, 3.20, 1.76], [1.65, 2.42, 0.87], [1.37, 1.26, 1.18], [1.35, 2.92, -0.36], [0.82, 2.00, -1.27], [3.02, 4.95, 2.34], [1.66, 5.15, 1.21], [3.27, 4.59, 0.62], [1.68, 3.81, -0.68], [1.53, 1.77, -1.97], [0.03, 2.42, -1.76], [1.18, -1.17, -4.59], [1.40, -1.29, -3.12], [0.95, -0.69, -2.20], [2.11, -0.81, -5.03], [0.35, -0.50, -4.82], [1.01, -2.16, -5.01]], "charge": 2, "lumo_ev": [-5.48, -6.52], "orbital_gap_ev": [9.36, 9.18], "multiplicity": 6, "s_squared": 8.761}

---

{"formula": "C10H24MgNbO", "method": "ωB97M-V/def2-TZVPD", "species": ["C", "C", "C", "Nb", "O", "C", "C", "C", "C", "C", "C", "C", "H", "H", "H", "H", "H", "H", "H", "H", "H", "H", "H", "H", "H", "H", "H", "H", "H", "H", "H", "H", "H", "H", "H", "H", "Mg"], "coordinates": [[0.11, 0.41, -3.47], [1.19, -0.54, -3.26], [1.82, -0.73, -2.07], [0.12, -0.37, -0.47], [0.69, 1.43, -0.26], [0.04, 2.68, -0.57], [-1.06, 3.03, 0.40], [-2.47, 3.00, -0.20], [1.15, -1.28, 1.26], [1.87, -0.14, 1.99], [0.27, -2.03, 2.29], [-0.71, -3.03, 1.74], [-0.89, 0.04, -3.39], [0.25, 1.43, -3.78], [1.47, -1.16, -4.11], [2.41, -1.63, -2.04], [2.43, 0.12, -1.76], [-1.35, -0.20, 0.53], [-0.95, 0.13, -1.96], [-0.40, -2.05, -0.96], [0.81, 3.44, -0.53], [-0.32, 2.67, -1.59], [-1.03, 2.36, 1.24], [-0.86, 4.02, 0.78], [-3.15, 2.44, 0.43], [-2.47, 2.54, -1.18], [-2.86, 4.00, -0.31], [1.89, -1.94, 0.82], [2.74, 0.22, 1.47], [2.16, -0.51, 2.97], [1.19, 0.68, 2.19], [-0.22, -1.29, 2.92], [0.96, -2.58, 2.93], [-0.20, -3.84, 1.22], [-1.19, -3.49, 2.60], [-1.50, -2.60, 1.15], [-1.96, -5.22, 2.97]], "charge": 1, "lumo_ev": -6.32, "orbital_gap_ev": 2.23}

---

{"formula": "C10H24N3", "method": "ωB97M-V/def2-TZVPD", "species": ["C", "C", "C", "C", "C", "C", "C", "C", "C", "C", "N", "N", "N", "H", "H", "H", "H", "H", "H", "H", "H", "H", "H", "H", "H", "H", "H", "H", "H", "H", "H", "H", "H", "H", "H", "H", "H"], "coordinates": [[0.65, 2.15, -0.81], [1.88, 1.25, -1.01], [-0.90, 1.59, -0.76], [1.23, -1.17, -0.61], [3.93, -0.81, 0.94], [-3.78, 0.11, 0.38], [-2.29, -1.87, 0.10], [-0.96, 0.52, 1.37], [2.54, -0.15, 1.12], [-2.43, -0.39, -0.30], [1.85, -0.07, -0.22], [0.75, -1.50, -1.85], [-1.09, 0.32, -0.10], [0.67, 2.70, 0.20], [0.63, 2.94, -1.52], [1.95, 0.97, -2.00], [2.59, 2.00, -0.64], [-1.48, 2.40, -0.24], [-1.34, 1.59, -1.68], [1.06, -1.82, 0.21], [3.96, -1.70, 0.32], [4.67, -0.07, 0.59], [4.30, -1.07, 1.94], [-4.04, 1.03, -0.06], [-4.54, -0.70, 0.06], [-3.61, 0.13, 1.45], [-2.92, -2.50, -0.57], [-2.58, -1.81, 1.19], [-1.21, -2.16, -0.20], [-1.53, 1.27, 1.86], [-1.09, -0.50, 1.97], [0.18, 0.92, 1.48], [1.99, -0.83, 1.78], [2.70, 0.81, 1.59], [-2.66, -0.25, -1.45], [0.56, -0.86, -2.64], [0.38, -2.44, -1.88]], "charge": 1, "lumo_ev": -2.99, "orbital_gap_ev": 9.04, "smiles": "CCN(C=[NH2+])CCCN(C)C(C)C"}